The following is a DFT calculation (wB97M-V/def2-TZVPD) of C45H64N2P2PtSSi2Te as an isolated structure.

Summary:
* LUMO (spin up / spin down): -8.8 / -12.7 eV
* <S²>: 6.0596
* multiplicity: 5
* frontier orbital gap (spin up / spin down): 7.319 / 4.562 eV
* ΔE to the lowest compared entry with this formula, charge and spin: 1.889 eV
* net charge: +4
* largest force on an atom: 0.20 eV Å⁻¹

Geometry (Å):
Pt (0.23, -0.36, -0.59)
C (-8.38, -1.15, -0.55)
S (-6.80, -1.21, 0.25)
C (-5.66, -0.74, -1.04)
C (-5.29, 0.76, -0.93)
C (-4.01, 1.08, -0.14)
N (-2.79, 0.40, -0.61)
P (-1.75, -0.33, 0.52)
C (-2.54, -1.89, 0.97)
C (-3.79, -1.97, 1.60)
C (-4.36, -3.20, 1.87)
C (-3.71, -4.38, 1.50)
C (-2.48, -4.31, 0.86)
C (-1.90, -3.08, 0.60)
C (-1.52, 0.63, 2.07)
C (-0.64, 1.73, 2.12)
C (-0.26, 2.24, 3.35)
C (-0.78, 1.74, 4.54)
C (-1.66, 0.68, 4.50)
C (-2.00, 0.12, 3.28)
P (-1.93, 1.12, -2.01)
C (-3.22, 1.21, -3.28)
C (-3.69, 2.50, -3.55)
C (-4.70, 2.70, -4.48)
C (-5.24, 1.61, -5.15)
C (-4.76, 0.33, -4.91)
C (-3.75, 0.13, -3.98)
C (-0.93, -0.35, -2.52)
C (0.29, -0.04, -3.17)
C (0.99, -1.03, -3.87)
C (0.49, -2.32, -3.93)
C (-0.69, -2.66, -3.26)
C (-1.39, -1.69, -2.57)
H (-9.14, -1.32, 0.21)
H (-8.42, -1.93, -1.31)
H (-8.50, -0.17, -1.02)
H (-6.14, -0.96, -2.00)
H (-4.77, -1.36, -0.92)
H (-6.10, 1.35, -0.50)
H (-5.19, 1.11, -1.96)
H (-4.15, 0.85, 0.91)
H (-3.88, 2.17, -0.19)
H (-4.30, -1.07, 1.93)
H (-5.30, -3.26, 2.40)
H (-4.16, -5.34, 1.72)
H (-1.97, -5.22, 0.58)
H (-0.93, -3.03, 0.12)
H (-0.61, 2.10, 0.03)
H (0.49, 3.02, 3.38)
H (-0.46, 2.16, 5.49)
H (-2.06, 0.27, 5.42)
H (-2.63, -0.76, 3.29)
H (-3.25, 3.35, -3.04)
H (-5.06, 3.70, -4.69)
H (-6.02, 1.77, -5.89)
H (-5.16, -0.51, -5.47)
H (-3.38, -0.88, -3.82)
H (0.64, 0.98, -3.20)
H (1.90, -0.78, -4.39)
H (1.01, -3.08, -4.50)
H (-1.07, -3.67, -3.31)
H (-2.31, -1.95, -2.06)
C (-1.50, 5.45, 3.22)
N (-0.57, 5.75, 2.08)
C (0.81, 6.05, 2.57)
C (-0.66, 4.73, 0.93)
C (0.43, 3.70, 0.77)
C (1.59, 4.07, 0.15)
C (2.60, 3.15, -0.22)
C (2.45, 1.79, 0.10)
C (1.28, 1.33, 0.63)
C (0.08, 2.23, 0.88)
H (-1.45, 6.27, 3.93)
H (-1.18, 4.52, 3.70)
H (-2.51, 5.34, 2.84)
H (-0.92, 6.62, 1.68)
H (1.23, 5.15, 3.01)
H (0.73, 6.84, 3.32)
H (1.42, 6.39, 1.75)
H (-0.69, 5.35, 0.03)
H (-1.63, 4.25, 1.04)
H (1.75, 5.11, -0.10)
H (3.50, 3.51, -0.69)
H (3.29, 1.12, -0.02)
H (1.31, 0.37, 1.20)
C (8.93, -1.60, -2.27)
Si (7.42, -1.30, -1.25)
C (7.61, -1.80, 0.54)
C (6.76, 0.44, -1.38)
C (6.04, -2.44, -2.03)
Te (4.20, -2.23, -1.07)
C (4.43, -3.66, 0.46)
Si (3.43, -3.23, 2.04)
C (3.91, -1.51, 2.58)
C (1.62, -3.27, 1.56)
C (3.84, -4.52, 3.29)
H (9.75, -0.98, -1.89)
H (8.78, -1.34, -3.31)
H (9.26, -2.64, -2.22)
H (8.39, -1.19, 1.00)
H (7.92, -2.84, 0.65)
H (6.69, -1.64, 1.12)
H (7.57, 1.15, -1.21)
H (5.99, 0.64, -0.62)
H (6.35, 0.65, -2.37)
H (6.32, -3.50, -1.98)
H (5.89, -2.15, -3.07)
H (5.51, -3.72, 0.65)
H (4.11, -4.61, 0.03)
H (3.91, -0.79, 1.75)
H (4.90, -1.49, 3.04)
H (3.20, -1.14, 3.32)
H (1.31, -2.46, 0.89)
H (1.01, -3.17, 2.46)
H (1.35, -4.22, 1.09)
H (4.91, -4.52, 3.52)
H (3.57, -5.52, 2.95)
H (3.31, -4.34, 4.23)


The following is a DFT calculation (wB97M-V/def2-TZVPD) of a 13-piece molecular cluster, C45H64O39 overall in a non-equilibrium geometry.

Summary:
* LUMO: -0.3 eV
* frontier orbital gap: 10.011 eV
* ΔE to the lowest compared entry with this formula, charge and spin: 0.000 eV
* net charge: 0
* largest force on an atom: 1.84 eV Å⁻¹

Geometry (Å):
C (0.58, 1.93, 6.08)
C (0.41, 2.10, 4.58)
O (-0.33, 3.31, 4.46)
C (-0.33, 3.95, 5.67)
O (-0.83, 5.01, 5.87)
O (0.39, 3.25, 6.57)
H (1.54, 1.51, 6.37)
H (-0.16, 1.26, 6.53)
H (-0.18, 1.27, 4.18)
H (1.39, 2.16, 4.11)
C (3.27, 1.88, -3.32)
C (4.27, 0.94, -2.61)
O (5.26, 0.66, -3.58)
C (4.90, 1.17, -4.78)
O (5.50, 1.00, -5.79)
O (3.78, 1.90, -4.67)
H (3.16, 2.87, -2.90)
H (2.31, 1.37, -3.39)
H (3.73, 0.03, -2.32)
H (4.77, 1.37, -1.75)
C (-3.31, 0.12, 3.60)
C (-3.00, 1.45, 2.89)
O (-4.28, 2.02, 2.68)
C (-5.22, 1.06, 2.75)
O (-6.36, 1.21, 2.44)
O (-4.69, -0.10, 3.18)
H (-3.34, 0.16, 4.68)
H (-2.73, -0.65, 3.10)
H (-2.43, 1.33, 1.97)
H (-2.38, 2.09, 3.52)
C (0.45, -2.49, 2.78)
C (0.34, -3.78, 3.63)
O (-0.62, -3.44, 4.62)
C (-0.86, -2.12, 4.60)
O (-1.57, -1.55, 5.38)
O (-0.26, -1.53, 3.56)
H (-0.05, -2.66, 1.83)
H (1.48, -2.19, 2.64)
H (1.29, -4.05, 4.09)
H (-0.03, -4.62, 3.04)
C (-3.12, -4.49, 2.85)
C (-4.24, -3.47, 3.05)
O (-4.05, -2.54, 1.97)
C (-2.89, -2.78, 1.35)
O (-2.38, -2.13, 0.49)
O (-2.30, -3.90, 1.83)
H (-3.46, -5.47, 2.51)
H (-2.52, -4.62, 3.75)
H (-4.17, -2.90, 3.98)
H (-5.24, -3.89, 2.98)
C (-2.80, 3.12, -4.47)
C (-2.77, 2.24, -3.20)
O (-1.52, 1.56, -3.29)
C (-0.82, 1.98, -4.35)
O (0.28, 1.61, -4.61)
O (-1.52, 2.87, -5.08)
H (-2.88, 4.18, -4.27)
H (-3.55, 2.72, -5.14)
H (-3.56, 1.48, -3.21)
H (-2.86, 2.78, -2.26)
C (-6.26, 0.24, -0.94)
C (-4.87, -0.23, -0.51)
O (-4.21, -0.45, -1.75)
C (-4.94, 0.08, -2.76)
O (-4.62, 0.11, -3.90)
O (-6.08, 0.61, -2.29)
H (-6.62, 1.08, -0.33)
H (-7.04, -0.51, -0.80)
H (-4.98, -1.18, 0.02)
H (-4.28, 0.41, 0.14)
C (-0.92, 4.84, 0.94)
C (-1.88, 5.89, 1.46)
C (-3.04, 5.33, 2.31)
O (-3.09, 6.22, 3.41)
C (-1.91, 6.90, 3.51)
O (-1.60, 7.48, 4.49)
O (-1.22, 6.78, 2.35)
H (-1.46, 4.31, 0.15)
H (-0.70, 4.08, 1.70)
H (0.02, 5.24, 0.57)
H (-2.30, 6.46, 0.63)
H (-2.77, 4.32, 2.63)
H (-4.01, 5.38, 1.81)
C (1.07, -1.81, -4.95)
C (2.29, -1.72, -5.83)
C (2.80, -3.05, -6.43)
O (2.84, -2.79, -7.84)
C (2.45, -1.53, -8.10)
O (2.46, -1.02, -9.17)
O (2.02, -0.91, -6.97)
H (1.26, -2.25, -3.97)
H (0.25, -2.37, -5.37)
H (0.74, -0.78, -4.79)
H (3.14, -1.28, -5.31)
H (2.09, -3.86, -6.28)
H (3.79, -3.29, -6.06)
C (4.58, -0.86, 0.64)
C (3.59, -1.98, 0.83)
C (3.57, -3.02, -0.28)
O (3.55, -4.28, 0.39)
C (3.84, -4.10, 1.69)
O (3.97, -4.97, 2.49)
O (3.93, -2.78, 1.98)
H (4.68, -0.29, 1.56)
H (4.17, -0.16, -0.09)
H (5.57, -1.18, 0.31)
H (2.60, -1.56, 0.99)
H (4.45, -2.97, -0.93)
H (2.72, -2.96, -0.96)
C (0.27, -6.25, 0.09)
C (-0.33, -6.02, -1.27)
C (-1.21, -4.77, -1.44)
O (-0.82, -4.29, -2.73)
C (0.23, -5.00, -3.20)
O (0.77, -4.84, -4.24)
O (0.71, -5.81, -2.21)
H (1.05, -5.52, 0.34)
H (0.80, -7.20, 0.10)
H (-0.45, -6.29, 0.91)
H (-0.95, -6.88, -1.55)
H (-0.99, -4.04, -0.66)
H (-2.26, -5.07, -1.48)
C (5.21, 2.62, 1.28)
C (4.06, 3.58, 1.52)
C (4.06, 4.91, 0.77)
O (3.04, 4.81, -0.21)
C (2.45, 3.60, -0.14)
O (1.58, 3.24, -0.87)
O (2.90, 2.91, 0.91)
H (5.23, 2.20, 0.28)
H (5.15, 1.80, 1.99)
H (6.17, 3.12, 1.46)
H (3.77, 3.69, 2.57)
H (5.06, 5.14, 0.39)
H (3.81, 5.75, 1.42)
C (0.13, -0.98, -1.55)
C (0.26, 0.44, -1.02)
C (-0.85, 0.85, -0.05)
O (-0.31, 0.43, 1.21)
C (1.04, 0.42, 1.13)
O (1.78, 0.35, 2.06)
O (1.42, 0.47, -0.15)
H (1.06, -1.17, -2.09)
H (-0.68, -0.98, -2.28)
H (-0.06, -1.69, -0.75)
H (0.50, 1.14, -1.81)
H (-1.72, 0.23, -0.29)
H (-1.00, 1.92, -0.03)


The following is a DFT calculation (wB97M-V/def2-TZVPD) of C45H65Cl2GeN4SeTi as an isolated structure.

Summary:
* LUMO (spin up / spin down): -0.8 / -0.8 eV
* <S²>: 0.7542
* multiplicity: 2
* frontier orbital gap (spin up / spin down): 5.764 / 5.744 eV
* ΔE to the lowest compared entry with this formula, charge and spin: 0.000 eV
* net charge: 0
* largest force on an atom: 0.62 eV Å⁻¹

Geometry (Å):
Ti (-0.71, 0.05, 0.68)
C (0.85, -3.72, 5.40)
C (-0.45, -2.92, 5.57)
C (-0.54, -1.73, 4.66)
C (-0.37, -0.42, 4.98)
C (0.03, 0.19, 6.28)
C (1.50, 0.60, 6.30)
C (-0.62, 0.33, 3.76)
N (-0.89, -0.51, 2.73)
C (-0.86, -1.77, 3.25)
C (-1.15, -2.91, 2.55)
C (-1.50, -2.98, 1.21)
C (-1.76, -4.20, 0.51)
C (-1.69, -5.58, 1.08)
C (-0.28, -6.17, 0.99)
C (-2.00, -3.86, -0.79)
C (-1.89, -2.42, -0.86)
C (-2.13, -1.68, -2.00)
C (-2.12, -0.31, -2.10)
N (-1.83, 0.54, -1.07)
C (-2.00, 1.80, -1.55)
C (-1.90, 2.96, -0.79)
C (-1.62, 3.02, 0.56)
N (-1.38, 1.94, 1.37)
C (-1.07, 2.46, 2.59)
C (-0.69, 1.72, 3.69)
C (-1.14, 3.91, 2.57)
C (-1.50, 4.26, 1.30)
C (-1.75, 5.59, 0.64)
C (-1.77, 6.84, 1.53)
C (-0.89, 4.74, 3.80)
C (-2.11, 4.78, 4.72)
C (-2.38, 1.76, -2.95)
C (-2.47, 0.44, -3.28)
C (-2.89, -0.16, -4.59)
C (-1.72, -0.69, -5.42)
C (-2.68, 2.95, -3.80)
C (-4.13, 3.41, -3.65)
N (-1.57, -1.90, 0.37)
C (-2.37, -4.76, -1.92)
C (-3.88, -4.76, -2.21)
H (0.90, -4.54, 6.12)
H (1.71, -3.08, 5.54)
H (0.90, -4.15, 4.40)
H (-0.51, -2.58, 6.61)
H (-1.31, -3.57, 5.41)
H (-0.16, -0.52, 7.09)
H (-0.60, 1.06, 6.49)
H (1.73, 1.28, 5.47)
H (2.14, -0.28, 6.18)
H (1.77, 1.09, 7.23)
H (-1.13, -3.85, 3.09)
H (-2.38, -6.23, 0.54)
H (-2.02, -5.58, 2.12)
H (0.07, -6.17, -0.04)
H (-0.25, -7.19, 1.37)
H (0.42, -5.57, 1.58)
H (-2.38, -2.24, -2.90)
H (-2.06, 3.89, -1.30)
H (-0.46, 2.27, 4.59)
H (-2.71, 5.52, 0.13)
H (-1.00, 5.73, -0.14)
H (-2.44, 6.71, 2.38)
H (-2.12, 7.69, 0.94)
H (-0.77, 7.08, 1.90)
H (-0.61, 5.75, 3.52)
H (-0.04, 4.33, 4.34)
H (-2.97, 5.23, 4.21)
H (-1.91, 5.36, 5.62)
H (-2.40, 3.77, 5.02)
H (-3.43, 0.59, -5.18)
H (-3.60, -0.97, -4.39)
H (-1.05, 0.12, -5.70)
H (-2.08, -1.17, -6.33)
H (-1.14, -1.42, -4.86)
H (-2.47, 2.71, -4.84)
H (-2.00, 3.77, -3.54)
H (-4.82, 2.62, -3.95)
H (-4.33, 4.29, -4.26)
H (-4.35, 3.66, -2.61)
H (-2.06, -5.78, -1.69)
H (-1.82, -4.47, -2.82)
H (-4.43, -5.11, -1.34)
H (-4.11, -5.41, -3.06)
H (-4.23, -3.75, -2.45)
Cl (1.41, -2.48, 0.23)
C (2.28, -2.88, 1.72)
Cl (2.52, -1.46, 2.74)
H (3.25, -3.29, 1.46)
H (1.68, -3.60, 2.28)
Se (1.54, 1.19, 0.28)
C (3.91, 0.58, -6.33)
C (3.64, 1.12, -4.93)
C (2.15, 1.17, -4.61)
C (1.84, 1.63, -3.18)
Ge (1.87, 0.19, -1.84)
C (3.58, -0.79, -1.82)
C (4.74, 0.10, -1.37)
C (6.08, -0.64, -1.33)
C (7.23, 0.26, -0.89)
H (4.98, 0.58, -6.56)
H (3.40, 1.18, -7.08)
H (3.55, -0.45, -6.42)
H (4.06, 2.12, -4.83)
H (4.15, 0.50, -4.19)
H (1.72, 0.18, -4.79)
H (1.67, 1.85, -5.33)
H (0.85, 2.07, -3.10)
H (2.55, 2.40, -2.86)
H (0.75, -0.82, -2.19)
H (3.76, -1.21, -2.82)
H (3.47, -1.63, -1.14)
H (4.52, 0.51, -0.38)
H (4.84, 0.96, -2.04)
H (6.29, -1.06, -2.32)
H (5.99, -1.49, -0.65)
H (7.35, 1.09, -1.58)
H (8.17, -0.29, -0.85)
H (7.04, 0.67, 0.11)